DFT (ωB97M-V/def2-TZVPD) results for a single C4H6N2O molecule.

Computed properties:
Relative energy (zero: lowest compared OMol25 entry of this formula, charge and spin)   3.940 eV
Electronic energy   -9269.5622 eV
Multiplicity   1
Maximum force   5.15 eV/Å
Orbital gap   8.67 eV

Element x y z (Å)
C1 0.875 1.357 0.031
N1 -0.082 0.294 0.032
C2 0.278 -1.001 0.108
C3 -0.877 -1.776 0.086
C4 -1.860 -0.845 -0.090
N2 -1.419 0.432 -0.125
O1 -2.026 1.520 -0.092
H1 0.410 2.270 0.528
H2 1.698 1.087 0.611
H3 0.966 1.676 -0.980
H4 1.245 -1.230 0.228
H5 -0.878 -2.870 -0.105
H6 -2.983 -0.930 -0.287

Force components x, y, z for each atom (eV/Å):
-3.2 2.7 0.5
1.1 0.0 0.4
-3.6 0.1 0.1
2.0 -0.8 -1.0
-5.0 0.9 -1.0
0.9 -2.6 0.9
-0.2 1.1 -0.3
0.4 -1.2 -0.4
1.6 -0.5 0.3
1.1 0.2 -0.8
3.2 -0.9 0.2
-0.3 1.1 0.6
1.9 -0.1 0.5

Atom charges from the Löwdin analysis, given in e for atoms 1 to 8: 0.01 -0.10 -0.07 -0.06 -0.08 -0.26 -0.07 0.12